No. 1
2 unconnected molecules or ions with the total composition C4H13NO2 in a non-equilibrium geometry, computed with the ωB97M-V functional and the def2-TZVPD basis.

Calculated values
* strongest force on any atom: 0.1237 hartree/bohr
* LUMO: 0.738 eV
* gap between HOMO and LUMO: 9.7 eV
* structure (SMILES): CC(C)NCO.O
* HOMO level: -9.01 eV
* energy relative to the best compared isomer or geometry (same formula, charge and spin): 51.4 kcal per mole
* energy: -365.3606 a.u.

Cartesian coordinates (Å):
1 C 1.0064 -1.4725 -0.6889
2 C 0.8570 0.1221 -0.5181
3 C 2.0842 0.8281 0.0297
4 N -0.4501 0.5892 -0.0058
5 C -1.1106 -0.4704 0.7914
6 O -0.3183 -0.9621 1.8316
7 H 0.0596 -1.9663 -0.8284
8 H 1.5179 -1.6571 -1.6046
9 H 1.6339 -1.8119 0.1999
10 H 0.6548 0.5354 -1.5367
11 H 2.3365 0.4509 1.0611
12 H 2.9402 0.8546 -0.5070
13 H 1.7632 1.9020 0.3858
14 H -0.4419 1.5423 0.3309
15 H -2.1048 -0.1705 1.1401
16 H -1.2408 -1.3504 0.2441
17 H -0.5705 -0.4025 2.6571
18 H -2.2010 1.2733 -0.5152
19 H -3.1796 1.1127 -1.6960
20 O -3.2362 1.0528 -0.7709

Atomic forces in eV per Å
C 0.91 2.07 1.78
C -0.63 0.10 -3.21
C -3.56 1.53 5.04
N -0.85 -2.27 1.37
C -0.10 2.00 0.49
O -0.39 1.74 3.58
H -0.14 -0.23 0.42
H 0.82 0.00 -0.60
H -1.16 -0.09 -1.22
H 1.34 -0.64 0.01
H -0.08 -0.27 -0.93
H 2.41 0.03 -2.12
H 0.70 -1.56 -1.31
H 0.22 -0.26 0.68
H 0.24 0.29 -0.10
H -0.53 -0.71 -1.56
H 1.01 -1.58 -1.98
H -3.59 -1.16 -1.05
H -0.14 0.07 -2.05
O 3.52 0.96 2.76

=====

No. 2
A molecular structure, C4H6IN2 in a non-equilibrium geometry, computed with the ωB97M-V functional and the def2-TZVPD basis.

Calculated values
* strongest force on any atom: 0.0696 hartree/bohr
* net charge: +1
* LUMO (alpha / beta): -6.364 / -6.363 eV
* gap between HOMO and LUMO (alpha / beta): 7.2 / 7.2 eV
* HOMO level (alpha / beta): -13.61 / -13.61 eV
* energy relative to the best compared isomer or geometry (same formula, charge and spin): 114.6 kcal per mole
* energy: -562.7875 a.u.

Cartesian coordinates (Å):
1 C -0.3008 0.7729 -1.8289
2 C -0.8176 -0.2756 -1.1138
3 C 0.1065 1.2941 -0.5412
4 C -0.0103 -0.4173 1.3584
5 N -0.4064 0.2854 0.1625
6 N 0.9256 -1.3755 0.8937
7 I 0.4855 3.5141 -0.1003
8 H -0.4549 1.0833 -2.8037
9 H -1.6705 -0.9292 -1.3635
10 H -0.8976 -1.0184 1.8626
11 H 0.5157 0.3268 2.0670
12 H 1.8026 -0.8908 0.7238
13 H 0.7222 -2.3698 0.6835

Atomic forces in eV per Å
C -0.39 -2.95 1.20
C -0.63 0.84 -2.96
C -0.86 3.12 1.52
C -0.27 -1.75 1.97
N 0.29 2.38 1.23
N 0.45 -0.24 0.20
I -0.19 -3.05 -0.27
H 0.04 0.80 -1.51
H 0.69 -0.01 0.57
H 1.54 1.91 -1.01
H -1.29 -1.07 -0.99
H 0.10 -1.42 -0.34
H 0.52 1.44 0.39

=====

No. 3
A molecular structure, C19H23BrFeN3O7S in a non-equilibrium geometry, computed with the ωB97M-V functional and the def2-TZVPD basis.

Calculated values
* ⟨S²⟩: 0.78
* strongest force on any atom: 0.0225 hartree/bohr
* LUMO (alpha / beta): -0.236 / -0.124 eV
* gap between HOMO and LUMO (alpha / beta): 8.6 / 8.7 eV
* HOMO level (alpha / beta): -8.86 / -8.85 eV
* multiplicity: 2
* energy: -5664.8052 a.u.

Cartesian coordinates (Å):
1 Fe 0.2262 1.2053 -0.1821
2 O -1.4120 -2.2379 -0.8276
3 C -1.4088 -1.0323 -0.7128
4 O -0.6946 -0.3830 0.1723
5 C -2.3269 -0.1256 -1.5493
6 C -2.7601 1.0622 -0.6851
7 C -3.8591 1.8710 -1.3683
8 C -3.0639 2.6306 -2.4625
9 C -1.6579 2.0853 -2.2542
10 O -1.6052 1.9400 -0.8074
11 C -1.5648 0.6243 -2.7121
12 C -0.1278 0.1420 -2.7945
13 O 0.2105 -0.7150 -3.5856
14 O 0.7003 0.6705 -1.9291
15 H -3.1576 -0.7113 -1.9343
16 H -2.9166 0.8292 0.3634
17 H -4.6278 1.2158 -1.7751
18 H -4.3313 2.5586 -0.6688
19 H -3.4255 2.4428 -3.4718
20 H -3.0770 3.7047 -2.2858
21 H -0.8415 2.7258 -2.5725
22 H -2.0327 0.4460 -3.6771
23 Br -0.7373 -0.6351 3.0230
24 C -0.5170 1.2392 2.9246
25 C -0.7257 1.9118 4.1224
26 C -0.4594 3.2637 4.1890
27 C 0.0424 3.8921 3.0646
28 C 0.1967 3.1526 1.9141
29 N -0.1155 1.8444 1.8061
30 C 0.8036 3.7849 0.6805
31 O 1.2351 4.9154 0.7214
32 O 0.7551 2.9989 -0.3367
33 H -1.0720 1.3580 4.9812
34 H -0.6103 3.8047 5.1141
35 H 0.3293 4.9332 3.0403
36 C 2.8617 -3.5298 -2.0598
37 C 1.6351 -2.9793 -1.3449
38 N 1.8551 -1.6263 -0.8336
39 C 2.2612 -1.1677 0.3270
40 S 2.2869 0.5625 0.5868
41 N 2.7101 -1.9034 1.3485
42 C 2.8228 -3.3487 1.5024
43 C 1.5731 -3.9698 2.1095
44 H 2.6616 -4.5395 -2.4205
45 H 3.7398 -3.5619 -1.4125
46 H 3.1030 -2.9022 -2.9178
47 H 1.2812 -3.6277 -0.5484
48 H 0.8136 -2.8860 -2.0508
49 H 1.6251 -0.8764 -1.4893
50 H 2.8755 -1.3537 2.1764
51 H 3.6793 -3.5240 2.1548
52 H 3.0712 -3.7981 0.5465
53 H 1.3677 -3.5379 3.0904
54 H 1.7074 -5.0454 2.2302
55 H 0.6978 -3.7977 1.4807

Atomic forces in eV per Å
Fe -0.51 0.35 0.97
O -0.02 -0.06 -0.01
C -0.27 0.33 -0.01
O 0.46 -0.42 -0.28
C 0.19 0.05 0.00
C -0.05 -0.06 -0.06
C 0.04 0.05 -0.04
C -0.02 0.01 0.07
C -0.02 -0.05 -0.14
O 0.04 0.09 0.03
C 0.02 -0.12 0.13
C 0.08 0.01 0.03
O 0.00 0.02 -0.06
O -0.03 -0.01 -0.17
H 0.00 -0.03 0.04
H 0.00 0.01 0.02
H -0.01 0.00 0.00
H 0.01 0.00 0.00
H 0.00 -0.02 0.00
H -0.02 0.00 -0.01
H 0.03 -0.01 0.04
H -0.06 0.02 0.02
Br -0.01 0.02 0.01
C 0.04 -0.07 -0.06
C -0.01 0.01 -0.03
C 0.00 0.03 0.05
C -0.02 0.03 0.03
C 0.05 -0.02 -0.03
N 0.01 0.07 0.23
C -0.33 -0.06 0.09
O -0.02 -0.03 -0.02
O 0.42 -0.06 -0.75
H 0.00 -0.01 0.00
H -0.01 0.00 -0.01
H 0.01 -0.01 -0.01
C -0.02 0.04 0.00
C 0.04 -0.01 -0.01
N 0.15 0.09 -0.15
C -0.07 -0.07 -0.09
S 0.01 -0.14 0.13
N 0.00 0.05 0.01
C 0.01 -0.03 0.06
C -0.05 0.00 -0.03
H 0.00 0.01 -0.01
H 0.00 0.00 0.00
H 0.01 -0.01 0.00
H 0.02 0.01 -0.01
H -0.05 -0.01 0.02
H -0.02 -0.02 0.01
H -0.04 0.01 0.01
H 0.01 0.01 0.00
H -0.01 0.00 0.00
H 0.01 -0.01 0.00
H 0.00 0.00 0.01
H 0.01 0.02 0.01

=====

No. 4
A gas-phase ion, C3H9N2OS (charge +1) in a non-equilibrium geometry, computed with the ωB97M-V functional and the def2-TZVPD basis.

Calculated values
* strongest force on any atom: 0.0753 hartree/bohr
* net charge: +1
* LUMO: -5.184 eV
* gap between HOMO and LUMO: 9.9 eV
* structure (SMILES): C=[N+](C)[S@](C)(=N)=O
* HOMO level: -15.09 eV
* energy relative to the best compared isomer or geometry (same formula, charge and spin): 104.4 kcal per mole
* energy: -702.2581 a.u.

Cartesian coordinates (Å):
1 C -0.8335 -1.1948 1.0524
2 C 1.3320 -1.2787 0.0912
3 C -0.2397 1.8722 -0.4463
4 N -2.0318 0.0454 -1.2718
5 N 0.0418 -0.7010 0.2972
6 O 0.4472 -0.0186 -2.2738
7 S -0.5256 0.2650 -1.2615
8 H -1.7894 -0.7171 0.9501
9 H -0.5524 -1.8152 1.8409
10 H 1.6470 -1.4068 1.0803
11 H 1.7956 -0.6357 -0.6058
12 H 1.1060 -2.2661 -0.3210
13 H -0.0256 2.4568 -1.2734
14 H -1.1963 1.8701 0.0415
15 H 0.5612 1.5995 0.1942
16 H -2.4471 -0.4448 -2.0567

Atomic forces in eV per Å
C -0.40 2.42 -0.21
C -1.17 -1.09 0.06
C -0.97 -3.75 -0.07
N 1.69 0.45 -0.26
N -1.29 -0.79 -2.07
O -0.26 -0.40 0.43
S -2.13 1.16 0.36
H -0.82 -0.46 0.16
H 0.21 -1.38 1.14
H 1.90 -0.10 1.13
H 1.55 0.21 -0.27
H 0.66 0.14 -0.32
H 0.25 1.92 -1.10
H -0.27 1.28 0.41
H 0.92 0.68 0.64
H 0.13 -0.28 -0.02

=====

No. 5
2 unconnected molecules or ions with the total composition C5H8N5O3 in a non-equilibrium geometry, computed with the ωB97M-V functional and the def2-TZVPD basis.

Calculated values
* strongest force on any atom: 0.0835 hartree/bohr
* net charge: +1
* LUMO (alpha / beta): -6.133 / -6.110 eV
* gap between HOMO and LUMO (alpha / beta): 7.7 / 6.7 eV
* HOMO level (alpha / beta): -13.84 / -12.83 eV
* energy relative to the best compared isomer or geometry (same formula, charge and spin): 98.0 kcal per mole
* energy: -694.3356 a.u.

Cartesian coordinates (Å):
1 C -2.1184 1.9745 -2.0264
2 C -0.8688 1.3900 -1.8899
3 C -2.9777 1.2648 -1.1559
4 C -1.0905 0.2432 -1.1013
5 C 1.4077 -0.6139 1.7555
6 N 2.5012 -0.4330 2.4921
7 N 0.7814 -1.8039 1.9049
8 N -0.3066 -0.6396 -0.5813
9 N 0.7080 -1.1433 -1.3467
10 N 0.8601 0.3316 1.0176
11 O 0.6266 -1.0349 -2.5090
12 O 1.6202 -1.5652 -0.7019
13 O -2.3782 0.2813 -0.5591
14 H -2.3028 2.7415 -2.8063
15 H -0.0115 1.4709 -2.5633
16 H -4.0369 1.3083 -0.8004
17 H 2.7889 -1.0933 3.2701
18 H 2.7444 0.5474 2.4519
19 H 0.9898 -2.3788 2.7542
20 H -0.2981 -1.8362 1.8318
21 H 1.3611 0.9888 0.5637

Atomic forces in eV per Å
C 0.11 0.59 -0.64
C -1.07 -1.27 -1.46
C -1.63 0.98 0.09
C 0.31 0.85 1.15
C -1.03 -1.39 1.04
N 0.54 0.06 0.42
N -3.02 -1.21 1.62
N -1.68 -0.37 1.77
N 1.79 1.10 2.09
N -2.85 -2.89 1.40
O -0.40 -0.33 -3.40
O 1.18 -1.17 -0.23
O 1.61 -0.62 -0.28
H -0.39 -0.46 1.17
H -0.24 0.40 0.58
H 0.98 0.58 -0.96
H -0.52 1.55 -1.52
H 0.98 -0.33 0.72
H 0.31 0.95 -1.20
H 2.63 0.46 -0.63
H 2.37 2.53 -1.73